Arrangement A

Below is an isolated ion of composition C5H10N3 and charge +1, with properties calculated with ωB97M-V/def2-TZVPD.

Calculated values
orbital gap (alpha / beta)	4.898 / 5.963	eV
multiplicity	3
total charge	+1
highest occupied orbital energy (alpha / beta)	-9.012 / -14.169	eV
E_LUMO (alpha / beta)	-4.11 / -8.21	eV
<S²>	2.01

Atoms and positions in Å:
C -2.396 -1.282 0.531
H 1.127 1.614 1.312
H 2.623 1.995 -0.509
H 1.765 0.137 1.184
H 3.123 0.408 -0.441
C 1.301 0.884 0.556
H -2.510 -0.273 0.727
N -1.919 2.058 -0.082
H 0.700 -1.401 -0.023
C -0.039 0.429 -0.093
C -0.220 -1.010 -0.524
C -0.998 1.272 -0.222
H -1.279 -2.610 -0.251
N -1.370 -1.638 -0.041
H -3.211 -1.893 0.778
N 2.283 1.037 -0.423
H -0.266 -0.935 -1.575
H -2.081 2.722 -0.815

=====

Arrangement B

Below is a 2-piece molecular cluster, C5H10N3 overall, with properties calculated with ωB97M-V/def2-TZVPD.

Calculated values
orbital gap (alpha / beta)	8.587 / 6.790	eV
multiplicity	3
total charge	+1
highest occupied orbital energy (alpha / beta)	-11.197 / -14.649	eV
E_LUMO (alpha / beta)	-2.61 / -7.86	eV
<S²>	2.01

Atoms and positions in Å:
N -0.488 0.044 -0.149
H -1.250 0.815 -1.841
H -0.209 2.932 -1.873
C -1.367 -1.095 -0.236
H 1.445 2.202 0.594
C 1.081 -1.620 1.991
H 0.670 -2.211 3.857
N 1.588 -0.889 1.150
N 0.612 -2.287 2.866
H 1.239 3.689 -0.328
H 2.498 -1.089 0.756
C 1.045 2.680 -0.219
H 0.452 -0.075 0.451
H -1.834 -1.299 0.771
C 0.124 2.259 -1.058
H -2.142 -1.110 -1.110
H -0.809 -2.090 -0.366
C -0.488 0.950 -1.034

=====

Which is the most stable structure? arrangement B is the most stable.

=====

Arrangement A

Below is a 2-piece molecular cluster, C4H15N2O2 overall, with properties calculated with ωB97M-V/def2-TZVPD.

Calculated values
orbital gap	10.984	eV
total charge	+1
highest occupied orbital energy	-14.014	eV
E_LUMO	-3.03	eV

Atoms and positions in Å:
H 1.267 2.582 -0.711
C -0.066 0.524 0.638
H -0.578 2.256 -2.231
C -0.914 0.938 -0.551
H -1.473 0.104 -0.969
C -0.044 1.429 -1.781
H -1.699 -0.752 1.355
H -1.069 -2.847 -1.724
C -0.926 -0.111 1.752
H 0.650 -1.246 -0.250
O -0.018 -0.911 2.549
H 0.116 0.607 -2.473
H 1.809 2.231 -2.161
N 0.996 -0.409 0.238
O -0.480 -2.481 -1.064
H 0.331 1.409 1.057
H -1.254 0.673 2.419
H 1.538 -0.658 1.055
N 1.339 1.808 -1.366
H -0.288 -1.837 2.519
H -0.050 -3.208 -0.601
H 1.576 0.139 -0.420
H -1.543 1.775 -0.342

=====

Arrangement B

Below is a 2-piece molecular cluster, C4H15N2O2 overall, with properties calculated with ωB97M-V/def2-TZVPD.

Calculated values
orbital gap	10.570	eV
total charge	+1
highest occupied orbital energy	-13.508	eV
E_LUMO	-2.94	eV

Atoms and positions in Å:
H 3.068 0.928 0.216
O 1.974 -0.979 -2.931
H 1.605 -0.773 -3.705
N -1.422 1.213 0.148
C -0.503 0.170 1.004
H 2.564 -1.711 -3.092
C 0.849 0.117 0.260
H 2.082 1.354 1.644
H 1.955 2.207 0.116
H -1.444 -1.648 0.129
C 1.977 1.206 0.550
C -1.244 -1.136 1.064
O 0.543 0.359 -1.071
H -2.489 -0.923 2.719
H -1.014 1.291 -0.803
N -2.507 -0.850 1.742
H 1.206 -0.886 0.446
H -2.387 0.768 0.213
H -0.510 -1.921 1.648
H -0.184 0.691 1.927
H -1.417 2.290 0.522
H 1.107 -0.205 -1.703
H -3.247 -1.183 1.249

=====

Which is the most stable structure? arrangement A is the most stable.

=====

Arrangement A

Below is C22H33N3O as an isolated structure, with properties calculated with ωB97M-V/def2-TZVPD.

Calculated values
orbital gap	8.464	eV
total charge	0
highest occupied orbital energy	-7.914	eV
E_LUMO	0.55	eV

Atoms and positions in Å:
N 6.574 -2.559 4.571
H -5.199 1.945 0.099
H -4.712 -1.546 1.663
C 6.540 -2.381 3.339
C -2.089 0.907 -0.846
H 0.610 1.630 0.469
C 0.151 0.497 -1.515
H -1.183 -1.808 -4.530
H 0.431 -1.032 -3.315
H 2.796 -1.940 -0.877
H -3.031 3.459 -1.441
H 0.652 -0.983 0.229
C -4.532 -0.572 1.571
N 2.094 0.638 0.143
H -3.586 3.699 0.100
C 2.841 -1.845 0.332
H 3.875 -2.601 2.418
C -0.758 1.272 -0.546
H -3.536 1.897 1.978
C -3.041 1.750 -0.066
C 6.056 -2.045 2.029
C -4.582 1.224 -0.424
H -4.897 1.451 -1.205
H -1.900 1.768 1.567
H 1.753 -0.673 1.886
C -2.864 1.314 1.495
C -1.724 -0.400 -2.904
H -3.472 0.244 -2.316
C -4.848 -0.065 0.076
C 3.283 0.918 0.505
H 3.638 1.985 -0.167
C -2.140 -1.316 -4.052
C -0.347 -0.268 -2.718
C 1.720 0.689 -1.414
H -2.754 -1.945 -3.638
O -0.237 1.777 0.353
H 4.433 -0.679 2.715
H -5.179 -0.012 2.121
C 4.579 -1.399 1.972
H 2.079 -0.140 -1.919
C -3.195 -0.098 1.934
H 4.319 -0.166 -1.042
H -6.011 -0.364 -0.177
H 6.230 -2.996 1.564
C 4.589 -0.071 0.002
H 2.620 -2.740 0.691
H -4.187 -0.652 -0.709
H -2.797 -0.155 2.862
N 4.193 -1.464 0.383
H 1.858 1.584 -1.558
H -2.023 3.636 0.081
C -3.031 3.199 -0.297
H 3.265 1.105 1.609
H 5.571 0.138 0.327
H -2.592 -0.624 -4.851
C 1.752 -0.814 0.618
H -2.351 -0.884 1.128
H 6.776 -1.529 1.604
C -2.479 0.042 -1.904

=====

Arrangement B

Below is one molecule with the formula C22H33N3O, with properties calculated with ωB97M-V/def2-TZVPD.

Calculated values
orbital gap	8.389	eV
structure (SMILES)	Cc1c(C)n(C)c2ccc(C(=O)NCCCN(C)C3CCCCC3)cc12
total charge	0
highest occupied orbital energy	-7.752	eV
E_LUMO	0.64	eV

Atoms and positions in Å:
H -0.317 -3.358 -2.721
H -2.963 -1.509 -3.940
H 1.571 -2.199 -2.314
C 4.091 -0.152 2.160
H -1.987 -3.335 -3.283
H -3.084 -0.854 -1.535
H 1.689 0.614 -0.704
C 2.648 0.378 3.964
C -2.060 0.289 -4.634
C 2.974 0.837 6.399
H -4.941 -0.292 -3.068
H -1.242 -0.308 2.814
C -3.402 0.894 -5.038
H -1.407 1.087 -4.277
H -4.741 0.971 -1.851
H 0.852 -0.063 1.099
H 4.795 0.175 4.149
H 2.731 0.065 7.135
C 0.810 0.800 5.161
C -1.248 -2.796 -2.692
H -3.250 1.645 -5.816
H -1.748 0.707 4.166
C 2.476 -0.264 -2.450
H -0.067 0.300 -2.870
C -4.086 1.529 -3.830
H -2.286 0.676 -1.921
H 1.462 -1.464 -3.919
H -4.045 0.113 -5.449
O 4.212 -1.248 -0.482
C 1.389 -1.267 -2.849
C -1.026 0.609 3.361
C 1.714 0.020 1.746
N 2.446 0.043 -1.041
C 3.936 0.140 3.495
H -1.159 1.448 2.676
C 0.046 1.129 6.394
H -0.197 -0.773 -1.457
C -2.266 -0.763 -3.540
C -4.274 0.500 -2.719
H 3.461 -0.691 -2.653
H 4.028 0.753 6.144
N 2.185 0.681 5.212
N -1.030 -1.488 -3.271
H -3.473 2.354 -3.459
C 1.529 0.309 3.095
C 3.283 -0.537 -0.144
C 2.998 -0.200 1.279
H 5.069 -0.355 1.754
H -1.019 1.154 6.180
H -1.594 -2.758 -1.647
H 0.340 2.104 6.785
H -1.578 -0.182 -5.492
C 0.370 0.579 3.884
H 0.225 0.386 7.171
C -0.018 -0.741 -2.546
H 2.801 1.816 6.853
H 2.362 0.664 -3.019
C -2.933 -0.109 -2.319
H -5.055 1.939 -4.124

=====

Which is the most stable structure? arrangement B is the most stable.

=====

Arrangement A

Below is a 2-piece molecular cluster, C6H11BrO overall, with properties calculated with ωB97M-V/def2-TZVPD.

Calculated values
orbital gap	8.707	eV
total charge	0
highest occupied orbital energy	-8.045	eV
E_LUMO	0.66	eV

Atoms and positions in Å:
Br 1.391 -2.361 0.515
C 0.923 1.885 1.069
C 1.077 -0.578 1.140
H 0.262 2.395 0.410
H -1.822 -2.216 -0.817
H 0.409 1.666 2.010
C -2.554 -0.198 -0.341
H 0.645 1.098 -1.477
C -1.881 -1.191 -1.274
H 1.577 -0.588 -1.384
H 0.768 -0.550 2.235
O -2.609 -0.428 0.930
C 1.249 0.541 0.434
H 2.479 0.959 -1.494
H -2.086 -1.230 1.370
H 1.783 2.528 1.246
C 1.496 0.484 -1.010
H -0.753 -1.000 -1.322
H -2.354 -1.217 -2.239

=====

Arrangement B

Below is a 2-piece molecular cluster, C6H11BrO overall, with properties calculated with ωB97M-V/def2-TZVPD.

Calculated values
orbital gap (alpha / beta)	8.225 / 5.822	eV
total charge	0
highest occupied orbital energy (alpha / beta)	-7.595 / -6.257	eV
E_LUMO (alpha / beta)	0.63 / -0.44	eV

Atoms and positions in Å:
H -0.065 0.886 -1.877
C -0.473 1.608 0.117
H -0.188 0.734 2.011
H 0.165 -1.488 -1.784
C 0.166 1.765 -1.312
H 1.169 1.812 -1.161
H 0.380 -3.071 0.958
C 0.505 -2.105 0.482
H 1.382 -1.501 0.602
H -0.385 2.644 -1.748
C -0.710 -1.278 0.213
H 0.911 2.036 1.632
O -1.766 1.723 0.264
C 0.380 1.239 1.256
H -0.667 -3.033 -1.095
H -1.977 1.741 1.246
H 1.100 0.447 0.967
C -0.251 -2.092 -0.903
Br -2.285 -1.533 1.364

=====

Which is the most stable structure? arrangement A is the most stable.

=====

Arrangement A

Below is a 6-piece molecular cluster, CH12O6 overall, with properties calculated with ωB97M-V/def2-TZVPD.

Calculated values
orbital gap	11.068	eV
structure (SMILES)	C=O.O.O.O.O.O
total charge	0
highest occupied orbital energy	-10.636	eV
E_LUMO	0.43	eV

Atoms and positions in Å:
C 3.325 -1.309 0.394
H -0.340 -1.760 0.635
H 0.248 -0.302 -0.808
H -3.622 0.343 -1.270
H -4.602 1.463 -1.585
H 4.371 -1.527 0.119
O -0.639 2.378 0.250
H -1.116 -3.011 0.311
H -0.137 0.431 1.426
H -1.298 2.993 -0.090
H 2.568 -2.065 0.120
O -0.663 -0.182 1.962
H 1.607 0.264 -1.121
O -3.783 1.062 -1.893
O 0.673 0.406 -1.311
O -0.608 -2.313 -0.118
H -0.304 1.891 -0.521
H -1.524 0.254 1.962
O 3.016 -0.274 0.917

=====

Arrangement B

Below is a 6-piece molecular cluster, CH12O6 overall, with properties calculated with ωB97M-V/def2-TZVPD.

Calculated values
orbital gap	10.623	eV
structure (SMILES)	C=O.O.O.O.O.O
total charge	0
highest occupied orbital energy	-10.426	eV
E_LUMO	0.20	eV

Atoms and positions in Å:
H -3.091 0.015 3.491
H -0.975 -2.681 -0.094
H -0.681 1.631 -0.276
H 1.462 -1.648 0.656
H -2.231 2.062 -0.345
O -1.601 1.362 -0.336
H 1.173 -2.733 -0.270
H -1.347 -1.034 -0.049
O 1.013 2.338 -0.162
H 1.013 -0.420 -3.569
C 1.969 1.662 -0.459
H 2.592 1.221 0.337
O -0.995 -1.848 0.343
O -3.184 0.913 3.738
H -2.348 1.390 3.593
H 2.162 1.224 -1.434
O 1.660 -0.261 -2.898
O 1.919 -2.205 0.026
H 1.490 -0.989 -2.291

=====

Which is the most stable structure? arrangement A is the most stable.

=====

Arrangement A

Below is one molecule with the formula C2H2ClN3O, with properties calculated with ωB97M-V/def2-TZVPD.

Calculated values
orbital gap	10.337	eV
structure (SMILES)	Nc1noc(Cl)n1
total charge	0
highest occupied orbital energy	-9.527	eV
E_LUMO	0.81	eV

Atoms and positions in Å:
O -1.232 1.318 -0.038
H 1.791 -1.433 0.276
H 2.580 0.155 -0.174
Cl -3.261 -0.180 -0.042
N 1.715 -0.504 -0.118
N -0.618 -0.780 0.030
N 0.155 1.321 0.033
C 0.465 0.036 0.015
C -1.597 0.067 0.019

=====

Arrangement B

Below is C2H2ClN3O as an isolated structure, with properties calculated with ωB97M-V/def2-TZVPD.

Calculated values
orbital gap	9.910	eV
total charge	0
highest occupied orbital energy	-9.427	eV
E_LUMO	0.48	eV

Atoms and positions in Å:
C 0.350 -0.074 -0.238
C -1.378 -0.102 0.904
O -0.388 -0.030 1.824
N 0.811 -0.079 0.969
N 1.341 0.156 -1.214
Cl -2.898 -0.036 1.555
H 2.344 -0.356 -1.171
H 0.857 0.676 -2.312
N -1.038 -0.155 -0.317

=====

Which is the most stable structure? arrangement A is the most stable.

=====

Arrangement A

Below is an isolated ion of composition C10H16NO3 and charge +1, with properties calculated with ωB97M-V/def2-TZVPD.

Calculated values
orbital gap (alpha / beta)	7.027 / 7.028	eV
total charge	+1
highest occupied orbital energy (alpha / beta)	-13.220 / -13.221	eV
E_LUMO (alpha / beta)	-6.19 / -6.19	eV

Atoms and positions in Å:
O 2.923 -1.645 0.023
H -2.069 0.098 -0.050
H 1.971 1.492 -0.187
C -2.161 0.991 -0.589
C 3.173 -0.454 2.009
H 0.166 1.693 1.544
C -4.462 0.821 -1.278
C 2.682 -0.423 0.620
H -4.774 1.579 -0.566
H -5.009 0.877 -2.207
H 4.017 -2.068 3.079
C 1.816 0.464 -0.274
O 0.055 0.740 1.372
H 3.905 -3.411 0.733
C 3.239 -2.530 1.002
H -2.585 1.702 0.103
H -2.878 1.930 -2.479
H -2.914 0.254 -2.541
H -0.494 2.430 -0.662
C 3.542 -1.719 2.204
C -0.627 1.305 -0.897
H 1.900 -0.025 -1.276
N 2.065 -3.209 1.497
H -0.457 1.089 -2.019
C 0.245 0.476 0.024
C -3.019 1.047 -1.837
H -0.089 -0.492 -0.310
O 1.014 -2.950 1.042
H 3.263 0.197 2.869
H -4.440 -0.261 -0.948

=====

Arrangement B

Below is a 2-piece molecular cluster, C10H16NO3 overall, with properties calculated with ωB97M-V/def2-TZVPD.

Calculated values
orbital gap	10.543	eV
total charge	+1
highest occupied orbital energy	-13.366	eV
E_LUMO	-2.82	eV

Atoms and positions in Å:
H -2.558 0.786 2.408
H -1.925 1.132 -1.623
C 0.568 -1.695 1.060
C -0.987 1.598 -1.437
H 2.468 -2.644 -3.154
H 1.674 -4.103 -2.504
O 1.303 0.530 0.170
C -0.240 2.497 -1.996
H -0.253 0.301 2.122
C -0.376 2.334 1.813
H -0.784 3.006 1.059
H 0.756 2.728 -1.658
H 1.592 -0.597 2.544
H 0.715 -2.858 -3.382
H -0.815 2.567 2.782
N -0.689 0.943 1.431
O 0.292 -0.664 -2.423
H -2.626 1.402 0.746
C 1.043 -1.489 2.279
H -2.329 -0.323 1.043
H 0.704 2.466 1.857
C 0.711 -1.244 -1.459
C -0.058 0.613 0.139
C 1.555 -3.042 -2.711
H 0.977 -2.249 3.037
O 1.321 -2.411 -1.448
H 0.098 -2.628 0.787
C 0.596 -0.696 -0.036
C -2.139 0.687 1.407
H -0.596 3.053 -2.851

=====

Which is the most stable structure? arrangement B is the most stable.

=====

Arrangement A

Below is one molecule with the formula C5H9NO3, with properties calculated with ωB97M-V/def2-TZVPD.

Calculated values
orbital gap	9.940	eV
structure (SMILES)	C=CO[C@](C)(N)C(=O)O
total charge	0
highest occupied orbital energy	-9.260	eV
E_LUMO	0.68	eV

Atoms and positions in Å:
H -0.571 2.674 -0.198
C 0.241 0.697 -0.351
O -0.074 -0.577 -0.973
H -0.959 1.834 -1.710
H 2.251 0.581 -0.515
C 0.429 0.434 1.153
H 0.828 -3.001 -0.645
H -0.541 -3.541 0.463
H -1.801 1.394 -0.214
C -0.071 -2.759 -0.106
H -1.519 -1.286 0.349
C -0.611 -1.555 -0.185
H 1.492 1.131 -1.875
O -0.681 0.615 1.865
O 1.463 0.064 1.637
H -0.514 0.413 2.801
N 1.493 1.161 -0.861
C -0.854 1.721 -0.634

=====

Arrangement B

Below is a 2-piece molecular cluster, C5H9NO3 overall, with properties calculated with ωB97M-V/def2-TZVPD.

Calculated values
orbital gap	9.792	eV
structure (SMILES)	O=C1C[C@@]2(C[C@@H]2O)N1.O
total charge	0
highest occupied orbital energy	-9.352	eV
E_LUMO	0.44	eV

Atoms and positions in Å:
H -3.663 -1.449 -1.274
H -3.776 -1.191 -4.360
H -3.725 0.853 -2.178
H -1.373 0.288 -1.086
C -3.255 -1.038 -2.204
O -2.931 0.315 -2.104
H -0.908 -1.603 -4.694
H -4.254 -2.671 -3.354
N -1.456 -2.867 -2.230
O -0.612 -0.050 -0.577
O 0.914 -2.824 -2.746
H -0.880 -1.034 -0.406
C -0.202 -2.348 -2.731
C -3.619 -1.790 -3.462
C -0.962 -1.363 -3.626
H -0.685 -0.319 -3.434
C -2.230 -1.856 -2.918
H -1.757 -3.746 -1.828

=====

Which is the most stable structure? arrangement A is the most stable.